Record 1
Here is a structure of composition C36H56BrNO3PS2SbSi4Ti from the Open Molecules 2025 dataset. Energies are from ωB97M-V with the def2-TZVPD basis set.

Properties
- HOMO (alpha / beta) (eV) = -4.05 / -4.40
- charge = -1
- 2S+1 = 2
- frontier orbital gap (alpha / beta) (eV) = 6.2 / 6.6

Each line ends with the Löwdin charge.
Positions of all 106 atoms, in Å:
C -1.2254 -2.5721 4.1244  -0.089
H -1.6343 1.1155 -5.7730  0.037
H 1.5517 -1.0511 4.9410  0.090
H 2.9256 4.1360 0.0100  0.037
H 0.7695 4.9576 -2.1182  0.031
H 0.6995 2.7022 3.0729  0.059
H 3.2472 -2.7620 -3.2347  0.030
H 3.2968 4.5606 -2.9726  0.030
H 4.2167 0.9010 -4.7575  0.019
C 0.9714 0.7345 3.8857  -0.294
H 0.0585 -5.6981 4.4267  0.094
H 1.3030 -1.7078 -5.2351  0.014
C -1.2181 1.3640 -4.7904  -0.238
H -0.2987 -1.7888 -4.4770  -0.026
H -3.2126 2.1002 -0.1963  0.089
C 0.4488 -2.7564 -0.2836  -0.245
H -5.4149 1.2034 -0.4530  0.058
H -4.5552 -1.6284 0.3560  0.104
C -1.1213 -3.9058 4.5115  -0.091
C -4.4662 0.1564 3.7808  -0.107
C 3.2077 3.4740 -3.0788  -0.219
C -1.5714 -3.4261 0.7191  -0.103
C -2.0557 0.4227 3.5571  -0.292
H -6.4617 -0.0976 0.1210  0.076
H -4.4138 2.0487 -2.4368  0.074
C -5.4564 0.3260 0.1938  -0.068
H 5.9817 -0.0396 -2.0448  0.032
H -4.5232 -0.9704 -1.2774  0.042
H -0.2984 -6.9394 0.2668  0.100
C -2.1430 1.5070 4.4333  -0.085
Ti 0.2456 -0.7201 0.2114  -0.066
H -1.8953 1.0068 -4.0181  -0.028
H 3.7811 2.4211 6.0207  0.092
C -4.5253 1.2368 4.6507  -0.108
Si 3.6822 -0.3927 -2.6756  0.275
N -0.7201 -2.4753 0.2857  -0.134
H 1.8578 -4.6318 3.0892  0.106
H 2.0720 2.7037 0.6479  -0.017
Br 2.6390 -0.3752 0.9597  0.212
C 0.3159 -1.2392 -5.1918  -0.244
H 3.6799 2.5217 -0.0295  0.010
H -0.2140 3.6098 -2.7301  0.015
H -0.0913 3.8856 -0.9945  0.015
C 1.7328 0.0080 4.8059  -0.093
C 0.8786 -2.7314 3.0072  -0.140
H -1.1366 2.4519 -4.7109  0.024
H 4.2002 3.0400 -2.9512  0.011
C -0.0205 -4.6571 4.1355  -0.104
H 4.6513 -2.6143 -2.1522  0.033
C -2.7425 2.4097 -1.1291  -0.322
O -3.1156 -0.2168 0.0436  -0.420
H 2.8881 3.2663 -4.0997  -0.004
S -2.3436 -1.4169 -2.5710  0.193
P -1.8897 -0.1713 -1.0442  0.227
H -5.2900 0.6509 1.2206  0.057
H -2.0392 3.2067 -0.8876  0.080
H -2.0876 -2.0088 4.4525  0.088
S -0.5140 1.3142 1.1663  0.374
H 4.9495 0.1164 -0.5996  -0.025
C 3.6480 -2.2342 -2.3654  -0.230
C 0.4640 3.9228 -1.9340  -0.215
C 1.5338 1.3856 -5.9632  -0.217
H 2.1384 2.2200 -5.6134  -0.004
H -3.2349 -1.0659 2.5434  0.090
Si 0.4415 0.5474 -4.6818  0.294
H 1.7642 -4.3510 -0.9518  0.103
C -0.0165 -5.0740 -0.0305  -0.305
C -1.2493 -4.7391 0.5812  0.008
Si 1.9794 2.8432 -1.8093  0.274
C 2.7413 3.0652 -0.1354  -0.236
H -3.2671 3.2383 -3.0511  0.067
H -1.2454 2.0475 4.7087  0.091
C 2.2468 2.7037 4.5398  -0.094
H -4.3729 3.6824 -1.7397  0.075
H -2.5076 -3.1004 1.1548  0.117
H 2.4448 3.7626 4.4219  0.096
C -3.3589 1.9141 4.9707  -0.095
C 5.0424 0.3677 -1.6537  -0.237
H 1.6804 -2.2837 2.4331  0.015
H -0.1427 -1.3110 -6.1836  0.033
H -5.4733 1.5485 5.0729  0.092
Sb 1.2923 0.4456 -2.2662  0.920
H 3.5245 -0.6741 -5.1524  0.006
C 0.9858 -4.0608 3.3851  -0.081
O -2.0019 1.3233 -1.6915  -0.452
H 5.1985 -0.5627 -4.5921  0.031
H 3.0087 -2.4504 -1.5081  -0.018
H -1.9172 -5.5094 0.9474  0.116
H -3.3924 2.7611 5.6459  0.094
C 4.1910 -0.1508 -4.4658  -0.232
C 2.9983 1.9536 5.4354  -0.108
O 0.3578 -6.3756 -0.1531  0.063
C -3.2496 -0.2339 3.2395  -0.128
Si -0.3801 -0.1090 2.8353  0.370
H 3.3138 -0.0012 6.2580  0.094
C -4.4308 -0.7067 -0.2232  -0.325
H 2.2119 0.6720 -6.4310  0.016
C -3.7607 2.8741 -2.1488  -0.073
H -1.9051 -4.3498 5.1138  0.096
H 0.8491 1.7691 -6.7269  0.029
H -5.3711 -0.3796 3.5177  0.098
C 1.2554 2.1010 3.7812  -0.144
C 0.8219 -4.0901 -0.4882  -0.009
H 5.0867 1.4538 -1.7352  0.004
C -0.2341 -1.9550 3.3593  -0.261
C 2.7346 0.6005 5.5675  -0.095

***

Record 2
Here is a structure of composition C36H45N3O3SSi4TeV from the Open Molecules 2025 dataset. Energies are from ωB97M-V with the def2-TZVPD basis set.

Properties
- HOMO (alpha / beta) (eV) = -7.14 / -7.19
- 2S+1 = 2
- frontier orbital gap (alpha / beta) (eV) = 5.4 / 5.7

Each line ends with the Löwdin charge.
Positions of all 94 atoms, in Å:
H 4.4200 2.5483 2.2790  0.053
C 0.9284 -3.0263 0.7911  -0.592
O -1.4649 2.1214 1.1227  -0.057
C 4.1869 0.9406 -3.5528  -0.235
C -3.5714 0.3531 0.0033  -0.055
C -3.6836 -2.5585 0.3884  -0.353
N -2.4884 -0.3535 0.3360  -0.056
S 2.1149 -4.2205 0.5100  1.164
C 0.7240 -0.4855 4.1586  -0.001
C 0.1831 -6.4807 -2.2222  -0.074
H 0.9076 4.5080 2.7506  0.034
C -2.7730 -6.0606 1.6186  -0.112
H -0.7402 0.5826 3.0861  0.108
C 0.1291 -1.0138 1.9069  -0.214
H -1.8629 -6.5605 2.0275  0.112
C -0.0382 4.6484 -1.0606  -0.220
C -4.9364 2.3703 -0.1017  -0.065
H -1.6267 -5.8867 -3.3707  0.138
C -3.7806 -3.9347 0.7818  -0.086
Si 2.0618 1.8509 -0.7605  0.158
C -3.9378 -6.7557 1.3059  -0.073
H -0.6444 1.6451 -3.1455  -0.047
H 2.1796 -1.9082 5.0302  0.105
H -4.6375 5.3954 1.2404  0.131
C 3.5019 1.8674 2.2815  -0.236
C 5.0863 0.0056 -0.7662  -0.212
H -0.0469 3.0092 -4.2383  0.009
O -5.9960 -3.9230 0.1222  0.006
H 3.0061 1.8080 3.2423  0.005
C 0.9499 -2.1447 1.9713  -0.257
H -1.3743 3.1581 -3.0880  0.017
H 5.7434 3.3097 -2.8603  0.068
H 4.1781 -0.3802 -0.2180  0.005
C -2.6392 2.5388 0.9077  -0.328
H -4.3440 -0.1437 -0.6093  0.127
C 1.5404 -1.6819 4.2020  -0.047
H 5.6570 0.4306 0.0818  0.025
H -1.0882 4.6313 -1.2847  0.007
H -2.2049 -4.0224 -1.8319  0.140
C -2.7256 -4.6996 1.4251  -0.029
C 1.0416 -6.1419 -1.2274  -0.110
H 3.3900 1.5927 -4.0254  0.035
C 0.9101 3.4452 2.5099  -0.173
N -0.2118 -3.1176 0.1198  -0.086
H 3.8990 0.8938 1.8993  0.026
H 1.5789 4.8544 -3.9931  0.026
H 2.8380 3.6766 -3.9380  0.041
H 2.8097 5.0624 -2.8031  0.002
H 1.7924 -6.8385 -0.8484  0.117
C -0.2507 -4.1174 -0.8804  -0.230
C -1.2583 -4.5941 -1.7109  -0.020
H 0.3201 -7.4560 -2.7510  0.127
C 0.9519 -4.8566 -0.7042  -0.387
C -3.1095 3.8860 1.1526  -0.046
C -4.9383 -4.6636 0.4669  -0.299
Si 2.3765 2.9570 1.3002  0.387
C -4.3690 4.3139 0.9939  -0.111
C -4.9242 -6.0422 0.6644  -0.020
H 2.0418 -3.4905 3.2777  0.122
H 3.1482 5.1355 1.7953  -0.010
C -5.3360 3.6201 0.2798  -0.103
H -4.0429 -7.8043 1.4990  0.101
H 5.7100 3.0768 -0.9806  0.019
Si 0.9272 3.3893 -2.1019  0.364
H 5.1706 1.2535 -3.9606  0.031
H -5.5650 -2.8457 0.1231  0.005
H 0.9217 2.7190 3.3538  0.027
H 0.6302 0.2150 4.9581  0.097
H 5.5340 -0.7271 -1.3967  0.010
H -5.8376 -6.4902 0.2653  0.121
Te 0.8959 -0.3508 -1.5103  0.624
C -0.0349 -0.2325 2.9860  -0.065
C 2.1808 4.3093 -3.2412  -0.235
C -3.7483 1.7165 0.2688  -0.125
H -6.2638 4.0049 0.0041  0.081
H 0.0263 3.2792 1.9844  -0.064
N -2.6120 -1.8244 0.6228  -0.007
H 4.1271 -0.1219 -3.7143  0.013
H 0.2563 5.7207 -1.2163  0.050
H 2.3580 5.3232 0.2449  0.034
O -4.7825 -1.9905 -0.0420  0.043
H -5.6718 1.7004 -0.5917  0.122
H -1.8275 -4.1463 1.6847  0.093
C -0.9344 -5.6492 -2.5002  -0.068
H -2.2959 4.5363 1.4095  0.099
H 4.1234 4.8300 0.3952  0.046
C 3.0764 4.6992 0.8417  -0.206
H -0.0717 4.3193 -0.0011  0.000
C -0.4247 2.6878 -3.2878  -0.208
C 5.1128 3.1458 -1.9069  -0.231
H 4.4506 4.0017 -1.8695  -0.020
C 1.5016 -2.5269 3.1650  -0.077
V -0.7860 -1.2671 0.2295  0.607
Si 4.3023 1.4476 -1.7528  0.370

***

Record 3
Here is a structure of composition C24H36Br36FNO7S from the Open Molecules 2025 dataset. Energies are from ωB97M-V with the def2-TZVPD basis set.

Properties
- HOMO (eV) = -9.25
- frontier orbital gap (eV) = 8.7

Each line ends with the Löwdin charge.
Positions of all 106 atoms, in Å:
H -11.0561 0.2948 -0.5405  -0.051
Br -6.2707 4.0789 1.1550  0.536
H -2.3764 -6.2228 3.3458  -0.026
C 1.6136 -3.5302 -3.2284  -0.163
Br 7.8789 -2.6159 -6.3781  0.614
C -7.8122 5.9315 6.4830  -1.534
H 0.2958 -4.6484 0.9667  0.002
N 0.6754 -4.6197 -2.8630  -0.177
H -1.9390 0.4164 1.2420  0.125
H -1.4617 -3.4795 1.6424  0.090
H 9.6867 -3.2481 -8.3574  -0.127
C -0.2439 3.4056 2.7658  -0.066
Br 6.8709 1.9595 -0.4077  0.566
H -8.5143 4.3127 2.1614  -0.025
Br 5.1662 -4.2943 -6.5370  0.604
H 0.5295 3.2057 2.0170  0.080
Br -8.7766 4.5748 7.4791  0.549
H 0.1755 4.1085 3.4931  0.056
C -0.8191 -2.8081 1.0440  -0.198
F -0.0574 -6.9524 -3.2147  -0.124
H 5.3135 -0.3527 -2.1002  -0.006
O -0.4933 0.9522 2.6157  -0.123
Br -6.1155 6.7239 -1.4588  0.554
C -4.4307 3.3477 5.3823  -1.607
H 3.5519 -4.4595 -3.3785  0.098
C 9.7521 4.3539 2.0162  -1.631
H -2.5034 -1.6469 2.1900  0.098
Br -10.7521 -1.2214 1.3858  0.569
Br -9.0033 2.5706 0.4808  0.589
Br -4.3573 -2.1782 -0.5775  0.606
Br -7.7005 2.3263 3.3871  0.549
H 5.7360 0.9074 -3.3432  0.081
Br 10.8113 -1.5326 -9.7343  0.562
H 0.1724 1.9393 4.2551  0.119
H -2.5716 0.6415 2.9368  0.008
Br 12.0402 -3.9098 -7.9983  0.565
Br -3.3974 5.0792 -1.1053  0.527
S 1.2674 -6.1062 -3.1998  0.591
C 7.2180 0.4711 0.7633  -1.606
H -5.4121 3.4048 5.8973  -0.121
C -1.5750 -1.1905 2.5753  -0.215
Br 10.4921 3.2254 3.3923  0.567
H -6.5573 -1.0781 -0.3366  -0.110
C -7.9534 3.4462 1.8398  -1.587
H -3.9851 6.8772 -2.6992  -0.028
O 3.4302 -1.5567 -3.8133  -0.078
Br -9.0975 -0.9928 -1.3294  0.593
Br -5.3421 0.0345 1.5021  0.573
O -0.4590 -1.7396 1.9071  -0.130
C 3.0628 -3.7274 -2.7263  -0.141
O 2.0743 -6.6533 -2.1664  -0.236
H 1.6745 -3.5419 -4.3227  0.125
C 5.3756 -0.1004 -3.1661  -0.062
Br -1.1851 -4.4084 4.5303  0.631
Br 10.2366 3.7368 0.2556  0.556
H -1.5543 -1.3833 3.6584  0.111
Br 6.2375 0.6204 2.4137  0.576
H 6.0510 -2.5457 -8.0469  -0.027
H 1.2149 -2.5462 -2.9829  0.137
C 0.1240 -4.5253 -1.4972  -0.229
H 10.1888 5.3348 2.1390  -0.032
Br -6.7761 -2.8151 1.4037  0.572
Br -4.3992 1.6977 4.3681  0.597
C -1.4045 -6.1833 3.8178  -1.617
H 3.7973 -1.9279 -1.8120  0.130
C 6.0394 -2.6309 -6.9692  -1.578
Br -4.9962 4.9477 -3.8637  0.586
C -4.5458 6.0278 -2.3351  -1.614
Br 7.8450 4.5520 2.2135  0.553
Br 5.0653 -1.1226 -6.2818  0.799
H -1.1841 8.8910 2.7278  -0.031
Br -3.0749 3.3747 6.7490  0.628
O 3.4151 0.6043 -4.3100  0.075
H 6.0362 -0.8614 -3.5971  0.059
Br 0.9682 7.8378 2.1226  0.578
Br -2.0081 7.0612 1.2789  0.529
C 10.5300 -3.3043 -9.0309  -1.664
C -10.8148 -0.7576 -0.4818  -1.641
Br -1.1606 7.0382 4.3607  0.560
O 0.7341 -3.5155 -0.7527  -0.114
C 0.4177 -3.6065 0.6295  -0.167
H 8.2699 0.5040 1.0135  -0.031
C 3.8903 -2.4396 -2.7767  -0.173
H -1.1292 3.8408 2.2895  0.054
H 4.9336 -2.7263 -2.9627  0.126
H -0.9711 -4.4208 -1.5651  0.142
C 3.9973 -0.3160 -3.7977  -0.652
Br -1.3934 -7.5166 5.2082  0.582
Br -0.0941 -6.5694 2.4544  0.659
C -5.8583 -1.4563 0.3949  -1.621
H -1.5426 2.1830 3.9908  0.062
C -1.7240 0.3190 2.3164  -0.214
Br -7.2712 7.3965 7.6113  0.574
H 3.0461 -4.1189 -1.7068  0.117
Br 10.0660 -4.5576 -10.4192  0.567
C -0.5854 2.0762 3.4678  -0.270
Br 6.8971 -1.2225 -0.1053  0.621
Br -4.2609 4.8833 4.1666  0.476
H 0.2991 -5.4812 -0.9734  0.115
H 1.2813 -3.2056 1.1730  0.144
H -8.5031 6.3315 5.7522  -0.032
Br -12.2022 -1.7115 -1.4151  0.589
C -0.8881 7.8554 2.6364  -1.619
O 1.8307 -6.1443 -4.4955  -0.227
Br -6.2790 5.1900 5.4943  0.529
H -1.4370 -2.4659 0.2017  0.094

***

Q: Which max |F| values were calculated for the entries above? A: 2.2, 4.1, 7.1, in eV/A.